102
Properties=species:S:1:pos:R:3:lowdin_charge:R:1 method="wB97M-V/def2-TZVPD" orbital_gap_ev=9.8 total_charge=+1 lumo_energy_ha=-0.093
C 1.59614 0.40004 1.55736 -0.040
C 0.86721 0.78454 2.84841 -0.345
C -0.55048 1.30277 2.54932 -0.099
N -1.46660 0.20212 2.14542 0.138
C -1.07248 -0.98685 2.63202 -0.388
N -1.11594 -2.10441 1.95111 0.283
N -0.56593 -0.99199 3.93080 0.064
C 0.81412 -0.37752 3.86835 -0.273
Si 1.36618 0.03648 5.65672 0.569
C -0.07683 0.20877 6.85339 -0.172
C 2.39048 -1.41678 6.26004 -0.169
C 2.41796 1.58147 5.76139 -0.184
H 2.56692 -0.03959 1.76586 0.088
H 1.68243 1.26143 0.89897 0.089
H 1.02575 -0.34793 0.99917 0.074
H 1.40379 1.65208 3.23532 0.120
H -0.50434 2.09066 1.80621 0.123
H -0.94221 1.74239 3.46769 0.126
H -1.61755 0.17471 1.13607 0.103
H -0.87165 -2.95631 2.42984 0.148
H -1.34880 -2.13224 0.96778 0.105
H -1.17599 -0.36577 4.45061 0.112
H 1.47229 -1.17444 3.52432 0.113
H -0.68180 1.09834 6.68988 0.031
H 0.34230 0.22382 7.85742 0.043
H -0.69877 -0.68493 6.78980 0.030
H 1.70377 -2.17482 6.64377 0.038
H 3.00793 -1.11836 7.10135 0.038
H 2.99667 -1.81721 5.45549 0.019
H 1.80869 2.47005 5.56209 0.035
H 2.84361 1.73404 6.74901 0.041
H 3.20155 1.57687 5.00500 0.030
C 7.94814 -2.04984 5.87453 -0.104
C 7.09817 -2.84540 4.90616 -0.107
O 5.79621 -2.27778 5.11036 0.053
C 5.95544 -1.02946 5.60689 -0.564
O 5.07513 -0.23772 5.72955 0.138
O 7.24016 -0.80513 5.94424 0.073
H 8.96456 -1.89128 5.52619 0.136
H 7.97578 -2.49321 6.87063 0.136
H 7.38964 -2.68854 3.86670 0.134
H 7.08742 -3.91093 5.11717 0.134
C -3.16242 -2.46607 -3.07939 -0.076
C -3.28077 -3.26736 -1.79816 -0.073
O -2.51624 -2.45928 -0.87499 0.040
C -2.50321 -1.19898 -1.35263 -0.562
O -2.08404 -0.25607 -0.73641 0.116
O -2.99536 -1.12551 -2.57787 0.087
H -4.04325 -2.52901 -3.71035 0.145
H -2.28356 -2.72471 -3.66906 0.124
H -4.30522 -3.33433 -1.43221 0.138
H -2.86086 -4.26585 -1.87227 0.141
C -2.31428 1.56170 -5.34800 -0.082
C -2.57794 1.42108 -6.83191 -0.073
O -1.91669 0.17081 -7.13614 0.087
C -1.84524 -0.54274 -6.00923 -0.573
O -1.51508 -1.69295 -5.94040 0.125
O -2.19669 0.18499 -4.93399 0.048
H -3.11829 2.05786 -4.81283 0.126
H -1.37404 2.07113 -5.13100 0.138
H -3.63752 1.32567 -7.07735 0.102
H -2.15764 2.23189 -7.41859 0.146
C -5.80627 -1.26038 -9.35461 -0.109
C -7.10386 -0.84998 -8.68934 -0.109
O -6.71852 0.33573 -7.98107 0.065
C -5.63133 0.85514 -8.59364 -0.575
O -5.16520 1.92470 -8.35696 0.148
O -5.13682 -0.00422 -9.50882 0.070
H -5.94777 -1.73789 -10.31989 0.135
H -5.19582 -1.90717 -8.72161 0.132
H -7.88120 -0.59093 -9.40904 0.136
H -7.48996 -1.59691 -8.00126 0.132
C 0.60841 -4.03899 -5.87731 -0.128
C 0.35153 -4.22243 -7.35587 -0.116
O 0.98798 -5.47835 -7.62005 0.062
C 1.05227 -6.17737 -6.46138 -0.573
O 1.36830 -7.31569 -6.37182 0.170
O 0.69900 -5.39046 -5.41157 0.050
H -0.19259 -3.51116 -5.37292 0.093
H 1.55544 -3.53340 -5.67674 0.135
H -0.71134 -4.30843 -7.58621 0.132
H 0.78416 -3.43658 -7.96817 0.135
C -2.58035 3.96483 -0.67441 -0.112
C -3.26723 2.92040 -1.52860 -0.115
O -3.29632 3.54698 -2.81277 0.040
C -2.29659 4.46569 -2.85977 -0.566
O -1.94173 5.02311 -3.84111 0.180
O -1.75574 4.64002 -1.62623 0.066
H -1.97181 3.53747 0.11937 0.115
H -3.28098 4.67984 -0.23999 0.136
H -2.69571 1.99426 -1.60522 0.110
H -4.27535 2.68887 -1.19297 0.137
C 4.77904 4.16724 6.56424 -0.131
C 3.54122 4.68846 7.26042 -0.139
O 3.99475 5.93190 7.79394 0.061
C 5.05670 6.35210 7.05362 -0.562
O 5.55171 7.42302 7.13323 0.181
O 5.46499 5.36800 6.20929 0.062
H 4.55485 3.57981 5.67837 0.115
H 5.41601 3.58019 7.22868 0.138
H 2.72026 4.87799 6.56498 0.127
H 3.19513 4.03024 8.05360 0.128

---

179
Properties=species:S:1:pos:R:3:lowdin_charge:R:1 method="wB97M-V/def2-TZVPD" orbital_gap_ev=3.5 lumo_energy_ha=-0.170
Tl 3.16462 0.09607 -0.71520 1.304
C 6.15805 3.56577 -3.06909 0.011
C 5.35335 2.50958 -2.35247 -0.706
O 5.80516 1.61409 -1.56668 -0.073
O 4.14185 2.41531 -2.62209 -0.073
H 6.65310 3.20565 -3.97095 0.077
H 6.83412 4.03488 -2.35426 0.082
H 5.57886 4.40051 -3.46388 0.079
C 1.83283 -4.74704 -0.06282 0.013
C 2.43816 -3.36231 -0.20403 -0.714
O 2.26777 -2.75975 -1.29759 -0.069
O 3.05369 -2.82721 0.73645 -0.052
H 0.97108 -4.75722 0.60455 0.063
H 2.57317 -5.40771 0.38831 0.088
H 1.62373 -5.20542 -1.02939 0.051
O 0.41798 0.70856 -0.17792 -0.390
H -0.38989 0.54533 0.34670 -0.046
C 0.53383 -3.89237 -5.69788 -0.047
C 0.86961 -4.01296 -4.23203 -0.468
C -0.28014 -3.72135 -3.23986 -0.111
O -0.86096 -2.33227 -3.27284 -0.241
C -2.12438 -2.33914 -2.58414 -0.077
N 1.32667 -5.32247 -3.93128 0.068
H -0.52637 -3.91406 -5.95010 0.085
H 1.20078 -4.43157 -6.37059 0.087
H 0.69482 -2.84071 -5.93495 0.048
H 1.70957 -3.34047 -4.05790 0.092
H 0.08914 -3.78583 -2.21635 0.089
H -1.11612 -4.40884 -3.36867 0.118
H -2.79366 -3.19674 -2.65265 0.085
H -2.64441 -1.39101 -2.72089 0.067
H -1.75792 -2.30998 -1.55800 0.082
H 0.51192 -5.88815 -4.12180 0.080
H 1.36434 -5.35736 -2.92258 0.041
C 0.86037 1.87421 -3.71604 -0.042
C 0.21466 0.53788 -3.67238 -0.430
C 0.45070 -0.13656 -5.04248 -0.132
O -0.26504 0.73264 -5.98763 -0.196
C -1.69481 0.49479 -6.13570 -0.078
N 0.75073 -0.26220 -2.59318 0.082
H 0.22819 2.50527 -4.34071 0.094
H 1.92038 1.86886 -3.96990 0.080
H 0.84281 2.25771 -2.69588 0.069
H -0.84377 0.62413 -3.42663 0.111
H 0.14068 -1.17049 -5.19401 0.083
H 1.51355 -0.17682 -5.28088 0.114
H -2.35394 0.50469 -5.26763 0.067
H -1.83605 -0.49602 -6.56750 0.076
H -2.08386 1.13513 -6.92734 0.085
H 0.20380 -1.11091 -2.61912 0.047
H 0.33090 0.14386 -1.76919 -0.016
C 4.16543 -3.00623 -4.52180 -0.049
C 4.79832 -1.65998 -4.32899 -0.385
C 5.35446 -1.13071 -5.73451 -0.213
O 5.95175 0.11416 -5.76480 -0.163
C 7.20932 0.03189 -5.16104 -0.113
N 3.97713 -0.62182 -3.71175 0.103
H 5.02500 -3.65399 -4.69396 0.091
H 3.54458 -3.05344 -5.41645 0.086
H 3.71924 -3.32633 -3.58023 0.075
H 5.66896 -1.74174 -3.67829 0.134
H 4.66336 -1.16113 -6.57686 0.130
H 6.09897 -1.88318 -5.99448 0.110
H 7.09050 0.33585 -4.12104 0.088
H 7.70671 0.96762 -5.41622 0.084
H 7.85445 -0.80332 -5.43368 0.102
H 3.01817 -0.90732 -3.84956 0.038
H 4.09461 0.30330 -4.09962 0.071
C 6.05561 2.58303 2.17365 -0.054
C 4.59866 2.20112 2.39391 -0.425
C 3.52618 3.13715 1.80090 -0.114
O 3.49599 3.11006 0.31900 -0.252
C 2.63854 4.08684 -0.28471 -0.090
N 4.43814 0.82998 2.02180 0.068
H 6.33177 2.57492 1.11924 0.075
H 6.80168 1.90963 2.59556 0.079
H 6.35270 3.57482 2.51453 0.082
H 4.58673 2.11591 3.48051 0.137
H 3.53892 4.18159 2.11249 0.126
H 2.58509 2.69668 2.13021 0.108
H 2.74439 4.10278 -1.36944 0.079
H 2.95215 5.11650 -0.11283 0.084
H 1.62846 3.89352 0.07651 0.086
H 3.73525 0.37527 2.58686 0.030
H 5.24622 0.44870 2.49269 0.090
C -3.61594 1.38957 -2.29370 -0.071
C -3.14005 2.48821 -1.39323 -0.408
C -3.24177 2.37550 0.06598 -0.178
O -4.54071 2.80245 0.60820 -0.201
C -5.51467 1.77679 0.76508 -0.108
N -1.71044 2.70054 -1.84464 0.079
H -3.66671 1.79630 -3.30370 0.085
H -4.62316 1.10401 -1.99028 0.073
H -2.92668 0.54518 -2.28863 0.051
H -3.89291 3.23069 -1.65788 0.140
H -2.66342 3.17335 0.53186 0.104
H -2.85813 1.48161 0.55780 0.126
H -4.94949 0.99269 1.26892 0.082
H -5.94025 1.38815 -0.16009 0.067
H -6.41309 2.02216 1.33141 0.084
H -1.66966 2.28682 -2.76512 0.025
H -0.93882 2.37680 -1.27904 0.037
C 2.58668 -1.50479 4.50715 -0.040
C 1.50507 -0.68325 3.75834 -0.415
C 1.19471 0.64952 4.40828 -0.246
O 0.73596 0.42445 5.70306 -0.162
C 0.57699 1.68028 6.44048 -0.064
N 1.84828 -0.59266 2.33154 0.053
H 2.20039 -1.88703 5.45201 0.072
H 3.35049 -0.78767 4.80786 0.070
H 3.07082 -2.42331 4.17542 0.079
H 0.56001 -1.20627 3.90472 0.135
H 0.34743 1.02619 3.83527 0.126
H 2.04706 1.32548 4.33971 0.120
H 0.30315 2.54160 5.83119 0.052
H 1.50363 1.96663 6.93792 0.089
H -0.29677 1.71148 7.09138 0.086
H 1.00581 -0.22640 1.91178 0.037
H 1.89357 -1.57785 2.11370 0.050
C -5.26381 -8.09307 1.63526 -0.035
C -4.60593 -6.96784 0.74827 -0.490
C -5.56183 -5.72518 0.67418 -0.119
C -5.00541 -4.50312 -0.09065 -0.153
C -3.60944 -4.09545 0.50678 -0.091
C -2.62602 -5.35316 0.78426 -0.436
N -3.35152 -6.53658 1.30612 -0.139
O -2.49409 -7.56233 1.66158 -0.006
C -1.78195 -5.68840 -0.50449 -0.017
C -1.70944 -4.85405 1.89000 -0.063
C -4.43856 -7.75602 -0.61725 -0.032
H -6.13569 -8.57466 1.19255 0.090
H -5.42681 -7.54976 2.56604 0.074
H -4.50027 -8.80114 1.95736 0.069
H -6.32811 -6.10560 -0.00123 0.109
H -5.94559 -5.63069 1.69000 0.111
H -5.67924 -3.65682 -0.22417 0.106
H -4.88208 -4.93491 -1.08385 0.095
H -3.78591 -3.60421 1.46367 0.108
H -3.09052 -3.39963 -0.15251 0.081
H -1.41937 -6.70428 -0.66138 0.095
H -2.43481 -5.28751 -1.27983 0.051
H -1.01955 -4.94109 -0.72446 0.044
H -1.21960 -3.96248 1.49851 0.076
H -2.10433 -4.58328 2.86920 0.087
H -0.89232 -5.54984 2.08049 0.077
H -3.84139 -7.05627 -1.20191 0.051
H -5.35181 -7.90240 -1.19401 0.075
H -3.99474 -8.74812 -0.53436 0.081
H -2.72542 -7.74755 2.57469 0.106
C -1.07892 8.24822 5.46169 -0.049
C -2.05731 7.08137 5.31367 -0.499
C -3.07361 7.67152 4.34413 -0.127
C -3.95966 6.56212 3.56041 -0.145
C -3.00423 5.61965 2.87553 -0.153
C -1.99103 4.92132 3.77378 -0.503
N -1.29529 5.94033 4.70872 -0.103
O -0.29336 5.36634 5.48875 -0.017
C -2.51083 3.82053 4.53741 -0.057
C -0.87779 4.38042 2.87816 -0.035
C -2.82514 6.63229 6.61368 -0.010
H -0.41699 8.40385 4.60979 0.088
H -0.52599 7.99816 6.36713 0.075
H -1.52556 9.23225 5.60418 0.084
H -3.75734 8.37056 4.82574 0.116
H -2.43109 8.05621 3.55212 0.109
H -4.61328 7.07651 2.85594 0.106
H -4.56249 5.97265 4.25123 0.101
H -2.46480 6.16753 2.10290 0.123
H -3.63586 4.90697 2.34522 0.115
H -2.89486 3.01113 3.91653 0.096
H -1.92937 3.34291 5.32601 0.082
H -3.40105 4.12757 5.08635 0.076
H -1.28939 3.78123 2.06598 0.069
H -0.31377 5.19513 2.42404 0.088
H -0.14619 3.79258 3.43251 0.067
H -2.02624 6.62545 7.35517 0.067
H -3.22683 5.61933 6.63912 0.067
H -3.55970 7.35752 6.96377 0.078
H 0.53434 5.61522 5.07094 0.102

---

12
Properties=species:S:1:pos:R:3:lowdin_charge:R:1 method="wB97M-V/def2-TZVPD" orbital_gap_ev=12.8 smiles=C[C@@H](C#N)CF de_lowest_ev=0.3278 lumo_energy_ha=0.029
C -0.08064 0.49184 -1.29583 -0.058
C -0.38632 -0.29552 -0.04726 -0.362
C 0.20052 -1.64650 0.05086 -0.201
N 0.55137 -2.70223 0.31178 0.169
C 0.21529 0.35682 1.16673 -0.148
F -0.09676 1.78186 1.14390 -0.099
H -0.83579 0.24884 -2.09326 0.102
H 0.95730 0.39515 -1.66450 0.099
H -0.23638 1.54468 -1.07337 0.072
H -1.42210 -0.31991 0.12438 0.131
H -0.23595 -0.11851 2.08395 0.136
H 1.36946 0.26347 1.29262 0.158

---

104
Properties=species:S:1:pos:R:3:lowdin_charge:R:1 method="wB97M-V/def2-TZVPD" orbital_gap_ev=7.3 smiles="O=[PH2]c1cc(CP(=O)(O)O)cc2c1C(=O)c1c(Br)cc(CCCCCCCSc3nnco3)cc1C2=O.CO.CO.CO.CO.CO.CO.CO" lumo_energy_ha=-0.067
O -5.67769 -2.81502 -0.62058 -0.493
P -6.02737 -1.46974 0.05853 0.739
C -5.15657 -1.39483 1.73396 -0.199
C -5.99302 -1.92983 2.95798 0.016
C -5.43842 -1.96278 4.42065 -0.173
C -6.30962 -2.47937 5.66436 -0.182
P -7.65846 -1.16151 5.98195 0.638
O -7.09133 0.20056 5.53039 -0.353
O -8.00893 -0.98023 7.66803 -0.194
O -9.07730 -1.42973 5.08132 -0.204
C -3.95762 -1.44881 4.58508 0.074
C -3.12672 -0.90186 3.36697 -0.014
C -3.71177 -0.84453 1.90269 -0.015
C -2.83342 -0.24387 0.68829 -0.253
O -3.36439 0.20812 -0.35513 -0.009
C -1.24424 -0.23446 0.96092 -0.050
C -0.17733 -0.15075 -0.17527 -0.501
Br -0.66702 -0.10411 -2.09655 0.672
C 1.36854 -0.09760 0.12675 -0.038
C 1.95481 -0.12388 1.58107 -0.116
C 3.53373 -0.02066 1.86558 -0.157
C 4.35037 0.78494 0.74464 -0.225
C 3.83167 2.27816 0.47180 -0.205
C 4.57454 2.77963 -0.89288 -0.216
C 4.37532 4.35074 -1.17126 -0.210
C 5.03767 4.78119 -2.59988 -0.261
C 4.36440 4.00271 -3.83163 -0.494
S 5.00548 4.51222 -5.50145 0.899
C 6.31158 3.27627 -5.98749 -0.467
N 6.29698 2.31011 -7.10056 -0.010
N 7.47389 1.60100 -7.02470 -0.011
C 8.26289 2.09450 -5.93934 -0.079
O 7.55651 3.13902 -5.28650 -0.064
C 0.87834 -0.25830 2.72851 0.053
C -0.65743 -0.31127 2.42656 -0.024
C -1.63701 -0.41253 3.70004 -0.259
O -1.24224 -0.13201 4.87590 -0.001
H -5.82372 -0.31895 -0.76562 0.021
H -7.45197 -1.52792 0.34354 0.016
H -7.06983 -2.29349 2.77571 0.091
H -6.84674 -3.46876 5.47408 0.101
H -5.67789 -2.52845 6.62243 0.108
H -8.38289 -1.86165 7.92542 0.070
H -9.65593 -0.62762 5.09401 0.092
H -3.46736 -1.47151 5.62208 0.114
H 2.15417 -0.01379 -0.71284 0.097
H 3.65087 0.58292 2.84878 0.128
H 3.99072 -1.05903 2.09164 0.104
H 5.45161 0.85056 1.09915 0.126
H 4.35558 0.21695 -0.26024 0.111
H 4.12657 3.00426 1.30905 0.118
H 2.69487 2.31770 0.25764 0.113
H 5.70470 2.59955 -0.79888 0.124
H 4.08503 2.17650 -1.74018 0.103
H 4.92889 4.98407 -0.38618 0.114
H 3.28686 4.69931 -1.16933 0.114
H 6.17086 4.58693 -2.61370 0.111
H 4.88927 5.91792 -2.76836 0.113
H 4.53627 2.87354 -3.72196 0.080
H 3.23035 4.19709 -3.78079 0.099
H 9.29908 1.76502 -5.56761 0.145
H 1.26026 -0.31692 3.80627 0.110
C 6.15506 -3.64764 3.69546 -0.155
O 5.28897 -2.86990 2.88445 -0.152
H 7.03243 -3.05092 3.94716 0.078
H 5.63881 -3.93638 4.61482 0.075
H 6.47025 -4.53991 3.14845 0.077
H 4.52046 -3.42126 2.67579 0.045
C 6.65626 5.07486 -9.70868 -0.135
O 5.65037 4.67259 -8.78854 -0.176
H 6.41494 6.07038 -10.08327 0.080
H 7.62591 5.10373 -9.20491 0.080
H 6.69167 4.37320 -10.54554 0.087
H 5.88535 3.79261 -8.46795 0.022
C -9.23416 -4.96746 1.71254 -0.151
O -8.02539 -4.24439 1.53238 -0.156
H -9.63101 -4.74880 2.70456 0.077
H -9.96259 -4.66250 0.95693 0.075
H -9.03814 -6.03944 1.63020 0.078
H -7.69487 -4.45480 0.64772 0.073
C 2.49062 6.35787 -9.35721 -0.163
O 3.70880 6.38168 -10.08098 -0.139
H 1.70744 6.80489 -9.97074 0.075
H 2.22079 5.32453 -9.12342 0.076
H 2.59854 6.93344 -8.43378 0.073
H 4.38443 5.98020 -9.51478 0.021
C 2.08930 -5.02680 3.68073 -0.147
O 2.42259 -3.78784 3.07065 -0.140
H 2.26144 -5.83081 2.96409 0.085
H 2.71868 -5.18449 4.55943 0.080
H 1.03699 -5.02065 3.97140 0.067
H 2.26088 -3.09545 3.72621 0.064
C -0.06524 -2.77579 5.36234 -0.159
O 0.93561 -3.50429 6.06348 -0.128
H 0.05466 -2.95158 4.29168 0.072
H -1.05546 -3.11669 5.67580 0.085
H 0.04424 -1.71057 5.56758 0.060
H 0.80706 -3.33142 7.00468 0.085
C -9.79825 -1.87654 -2.33169 -0.168
O -8.57919 -1.86617 -3.05750 -0.130
H -10.57712 -1.42284 -2.94515 0.079
H -10.07840 -2.90662 -2.09571 0.073
H -9.68379 -1.30055 -1.40918 0.065
H -7.90737 -2.27320 -2.49238 0.054

---

11
Properties=species:S:1:pos:R:3:lowdin_charge:R:1 method="wB97M-V/def2-TZVPD" orbital_gap_ev=8.7 de_lowest_ev=3.7695 lumo_energy_ha=-0.007
C 0.27748 0.87512 0.61079 -0.237
N 0.54818 -1.95153 0.41557 0.110
N -0.13873 -1.38644 -0.39548 -0.108
C -0.37577 0.04004 -0.47039 -0.349
O 1.45416 0.36074 1.13796 -0.115
N -1.17050 0.37170 -1.38521 0.172
H 1.36030 -0.66919 1.15438 0.053
H -0.56373 -1.86401 -1.23050 0.149
H -1.38383 1.36270 -1.45305 0.070
H 0.48610 1.87752 0.21608 0.125
H -0.49366 0.98335 1.39986 0.129